[1]
{
  "formula": "C55H67AlF3N2O2SbSeSi",
  "method": "the ωB97M-V functional and the def2-TZVPD basis",
  "charge": 0,
  "e_lumo_ev": 0.50,
  "gap_ev": 8.43,
  "symbols": ["Al", "C", "C", "C", "C", "C", "C", "C", "Se", "C", "C", "C", "C", "C", "C", "O", "C", "C", "C", "C", "C", "C", "C", "C", "C", "O", "C", "C", "C", "C", "C", "C", "H", "H", "H", "H", "H", "H", "H", "H", "H", "H", "H", "H", "H", "H", "H", "H", "H", "H", "H", "H", "H", "H", "H", "H", "H", "H", "H", "H", "H", "H", "H", "H", "H", "H", "H", "H", "H", "H", "H", "H", "C", "C", "C", "C", "C", "C", "N", "N", "Si", "C", "C", "C", "H", "H", "H", "H", "H", "H", "H", "H", "H", "H", "H", "H", "H", "H", "H", "F", "C", "C", "C", "C", "C", "C", "Sb", "C", "C", "C", "C", "F", "C", "C", "C", "C", "C", "C", "F", "C", "C", "H", "H", "H", "H", "H", "H", "H", "H", "H", "H", "H", "H"],
  "positions_angstrom": [[-0.38927, -0.22130, -1.11451], [-1.64741, 3.53713, 5.10403], [-1.39041, 2.04702, 5.32835], [-2.66004, 1.42332, 5.92338], [-0.23476, 1.90154, 6.32815], [-1.03271, 1.33120, 4.02790], [-0.93918, 1.97414, 2.80988], [-0.61835, 1.25253, 1.66804], [-0.39300, 2.18932, 0.01830], [-2.21168, 2.33660, -0.57682], [-2.91265, 3.49485, -0.31009], [-4.22806, 3.63483, -0.74011], [-4.76632, 2.57077, -1.44806], [-4.09096, 1.38293, -1.74465], [-2.76860, 1.25800, -1.29189], [-2.04631, 0.16000, -1.51548], [-4.87111, 0.32735, -2.55028], [-6.15589, -0.03535, -1.78740], [-5.24344, 0.92747, -3.91495], [-4.12839, -0.98706, -2.81654], [-5.00241, 4.91314, -0.42454], [-5.07603, 5.09807, 1.09780], [-6.42910, 4.87360, -0.97192], [-4.28035, 6.11570, -1.04711], [-0.37141, -0.12441, 1.67539], [-0.06586, -0.76464, 0.53888], [-0.42909, -0.79467, 2.92074], [-0.76046, -0.03837, 4.03701], [-0.02809, -2.26475, 3.11179], [1.50586, -2.31859, 3.15548], [-0.56677, -2.82783, 4.43415], [-0.53371, -3.19049, 1.99751], [-1.90291, 4.00991, 6.05399], [-0.76423, 4.04266, 4.70842], [-2.47868, 3.70184, 4.41509], [-2.92624, 1.92522, 6.85655], [-3.49781, 1.51881, 5.23002], [-2.52275, 0.36312, 6.14046], [-0.47736, 2.41013, 7.26410], [-0.03289, 0.85449, 6.55827], [0.68046, 2.33968, 5.92562], [-1.10797, 3.03843, 2.71870], [-2.42082, 4.28748, 0.24077], [-5.78409, 2.65862, -1.80085], [-6.80253, 0.82754, -1.62745], [-6.72473, -0.77773, -2.35187], [-5.91362, -0.46000, -0.81128], [-5.85003, 1.82819, -3.81480], [-4.34439, 1.18775, -4.47726], [-5.81338, 0.20129, -4.49941], [-3.85315, -1.48587, -1.88852], [-4.79749, -1.64481, -3.37794], [-3.22181, -0.83772, -3.40037], [-5.58672, 4.25361, 1.56453], [-4.08154, 5.17477, 1.53996], [-5.62375, 6.01079, 1.34359], [-7.00222, 4.04834, -0.54445], [-6.94176, 5.80233, -0.71538], [-6.44124, 4.77677, -2.05944], [-3.26524, 6.21785, -0.66094], [-4.21777, 6.00876, -2.13168], [-4.81911, 7.03921, -0.82270], [-0.81019, -0.54471, 4.99061], [1.88998, -1.72420, 3.98697], [1.84565, -3.34954, 3.28512], [1.93627, -1.91889, 2.23430], [-0.09396, -2.37307, 5.30546], [-1.64769, -2.69702, 4.51667], [-0.34986, -3.89636, 4.47842], [-0.02956, -2.99597, 1.05637], [-0.34862, -4.22975, 2.28208], [-1.60980, -3.06881, 1.84797], [-1.53167, -3.75474, -1.54330], [-0.40317, -3.18537, -2.34254], [0.27891, -3.90894, -3.30113], [1.28107, -3.27441, -4.03681], [1.58339, -1.94655, -3.83518], [0.85226, -1.25349, -2.85998], [-0.09020, -1.90193, -2.13088], [0.93756, 0.04999, -2.45730], [1.45630, 1.31209, -3.55286], [0.92770, 2.98880, -2.92805], [0.63616, 1.04252, -5.21506], [3.31731, 1.33343, -3.73670], [-2.48160, -3.46224, -1.99631], [-1.51646, -3.36762, -0.52673], [-1.48209, -4.84171, -1.51825], [0.03103, -4.94672, -3.47067], [1.83638, -3.83604, -4.77880], [2.37280, -1.45620, -4.38480], [-0.15315, 3.06352, -2.78189], [1.20526, 3.72355, -3.68913], [1.42717, 3.27356, -2.00087], [-0.45065, 1.02570, -5.09804], [0.93358, 0.10834, -5.69357], [0.88627, 1.85905, -5.89661], [3.79432, 1.49341, -2.76662], [3.61742, 2.15012, -4.39858], [3.71881, 0.40588, -4.14811], [6.68685, -6.66400, 2.81670], [5.95004, -5.77193, 2.12491], [6.58689, -4.93475, 1.23012], [5.82058, -4.01951, 0.52198], [4.44182, -3.93868, 0.70791], [3.83930, -4.81188, 1.61103], [4.58683, -5.73295, 2.33292], [3.20330, -2.54452, -0.34401], [3.75942, -0.81241, 0.79027], [4.70340, -0.84122, 1.81461], [5.00965, 0.30268, 2.54035], [4.36332, 1.47934, 2.22069], [4.65645, 2.59269, 2.92202], [3.43018, 1.55709, 1.20715], [3.13380, 0.40044, 0.49966], [4.59804, -2.22680, -1.94011], [5.45460, -1.13246, -1.99934], [6.34538, -0.97353, -3.05502], [6.36577, -1.93191, -4.04572], [7.22554, -1.78812, -5.07487], [5.53538, -3.03714, -4.02426], [4.65155, -3.17236, -2.96415], [7.65782, -5.00707, 1.09636], [6.31203, -3.36146, -0.18552], [2.76601, -4.78203, 1.75873], [4.13071, -6.41433, 3.03824], [5.20230, -1.76790, 2.07037], [5.73371, 0.29051, 3.34399], [2.94721, 2.50126, 0.98849], [2.40639, 0.45312, -0.30223], [5.43531, -0.38527, -1.21413], [7.01029, -0.12257, -3.11651], [5.59109, -3.76630, -4.82154], [3.99384, -4.03524, -2.94250]]
}

[2]
{
  "formula": "C2H12O4",
  "method": "the ωB97M-V functional and the def2-TZVPD basis",
  "smiles": "C=C.O.O.O.O",
  "charge": 0,
  "e_lumo_ev": 0.32,
  "gap_ev": 10.35,
  "symbols": ["C", "C", "H", "H", "H", "H", "O", "H", "H", "O", "H", "H", "O", "H", "H", "O", "H", "H"],
  "positions_angstrom": [[-1.32594, -1.48250, -1.39193], [-1.11392, -2.78551, -1.50350], [-1.08407, -0.85447, -0.54305], [-1.88170, -0.99046, -2.18030], [-0.83929, -3.51578, -0.75487], [-1.56894, -3.28491, -2.35610], [2.39195, -0.27984, 0.18459], [2.69433, 0.58359, 0.46822], [1.44577, -0.09842, 0.07968], [1.15847, -0.07636, 2.81687], [1.56100, -0.75033, 2.29100], [0.75957, -0.60598, 3.51866], [-0.54628, 1.34967, 0.97722], [-1.05069, 2.15083, 1.14917], [0.11982, 1.39654, 1.68986], [-0.13432, 2.94402, -1.83159], [-0.30354, 2.44500, -1.03918], [-0.28221, 3.85490, -1.57474]]
}

[3]
{
  "formula": "C6H43O23P",
  "method": "the ωB97M-V functional and the def2-TZVPD basis",
  "charge": 0,
  "e_lumo_ev": -2.65,
  "gap_ev": 7.97,
  "symbols": ["O", "P", "C", "C", "C", "C", "O", "C", "O", "O", "C", "O", "H", "H", "H", "H", "H", "H", "H", "O", "H", "H", "O", "H", "H", "O", "H", "H", "O", "H", "H", "O", "H", "H", "O", "H", "H", "O", "H", "H", "O", "H", "H", "O", "H", "H", "O", "H", "H", "O", "H", "H", "O", "H", "H", "O", "H", "H", "O", "H", "H", "O", "H", "H", "O", "H", "H", "O", "H", "H", "O", "H", "H"],
  "positions_angstrom": [[-1.63166, -2.06058, 1.72017], [-1.43169, -1.24528, 0.34563], [-2.11630, 0.54248, 0.56580], [-1.26208, 1.73362, 0.19830], [0.25354, 1.81071, -0.42274], [1.43128, 2.16838, 0.66374], [2.59746, 1.29554, 0.30225], [-2.35185, 2.92795, 0.56923], [-1.86047, 4.17002, 0.63064], [-3.75408, 2.43436, 0.73432], [-3.62442, 0.99261, 1.11755], [-4.56511, 0.26416, 1.73634], [0.00933, -1.22067, 0.13032], [-2.12467, -1.99691, -0.66924], [0.51753, 0.78640, -0.93560], [0.25320, 2.66362, -1.23970], [1.82311, 3.27836, 0.46487], [1.11168, 2.05991, 1.78852], [2.96234, 0.88380, 1.14305], [2.38901, 3.67302, 3.08907], [3.17710, 3.93747, 3.58690], [1.73856, 4.36018, 3.29811], [-3.61099, -3.86789, 0.34816], [-2.82290, -3.60344, 0.84600], [-4.26144, -3.18072, 0.55720], [-0.08492, -3.38767, -1.47153], [0.73354, -3.76935, -1.82269], [-0.54394, -4.14304, -1.07443], [-4.53895, 5.53009, -1.15509], [-3.75321, 5.44340, -0.59475], [-5.10317, 4.79074, -0.88309], [0.18234, -2.76990, 3.84936], [-0.25494, -2.93396, 4.69833], [-0.53692, -2.82029, 3.20197], [1.78143, -1.69438, -3.56910], [0.95373, -2.02436, -3.18844], [2.05533, -2.39659, -4.17809], [-6.17426, -0.01570, 4.29042], [-6.84022, -0.50363, 3.78318], [-5.59504, 0.36346, 3.61239], [3.83537, 4.85059, 0.40764], [4.73463, 5.20600, 0.46996], [3.60934, 4.62389, 1.32224], [4.74529, 1.02312, -2.38972], [4.30801, 0.85906, -1.54076], [4.02604, 0.97272, -3.03711], [4.70311, -1.11590, -4.81694], [5.16768, -1.20394, -3.97118], [5.00855, -0.26439, -5.16426], [-6.39689, 1.16166, -0.65979], [-5.93232, 1.07362, 0.18596], [-6.09145, 2.01316, -1.00712], [0.74660, -5.93202, 3.59401], [-0.12375, -6.16216, 3.95236], [0.75649, -4.96316, 3.60729], [3.50311, 4.46700, -2.90098], [3.96768, 4.37897, -2.05523], [3.80855, 5.31851, -3.24831], [-1.45562, -6.31893, -1.23114], [-2.28332, -6.64890, -0.85048], [-1.18172, -7.02114, -1.84013], [7.31390, -0.36052, -3.04288], [8.10199, -0.09607, -2.54504], [6.66345, 0.32664, -2.83383], [4.61390, 7.07385, -3.53507], [5.40199, 7.33830, -3.03723], [3.96345, 7.76102, -3.32602], [-1.85471, -4.41657, 5.88411], [-2.29199, -4.58062, 6.73308], [-2.57396, -4.46696, 5.23673], [-4.35340, -6.03715, -1.59971], [-5.22375, -6.26729, -1.24137], [-4.34351, -5.06828, -1.58643]]
}

[4]
{
  "formula": "C6H12NO",
  "method": "the ωB97M-V functional and the def2-TZVPD basis",
  "s_squared": 0.7666,
  "charge": 0,
  "spin_multiplicity": 2,
  "e_lumo_ev": [1.03, -1.25],
  "gap_ev": [10.17, 8.33],
  "symbols": ["O", "C", "C", "C", "C", "C", "C", "N", "H", "H", "H", "H", "H", "H", "H", "H", "H", "H", "H", "H"],
  "positions_angstrom": [[2.22300, 0.63512, 0.22465], [1.16980, 0.67637, 0.85003], [0.06997, -0.19113, 0.62201], [-1.22539, -0.03829, 1.33461], [-2.27483, 0.76231, 0.53764], [-3.67289, -0.05809, -1.37967], [-2.49854, 0.24534, -0.85340], [5.49098, -1.21455, -0.94648], [1.03387, 1.42425, 1.65923], [0.19970, -0.99750, -0.08651], [-1.04152, 0.48103, 2.28351], [-1.62408, -1.02147, 1.58377], [-3.21873, 0.76410, 1.07975], [-1.94969, 1.80650, 0.48568], [-3.77040, -0.41170, -2.39784], [-4.58056, 0.03994, -0.79820], [-1.59487, 0.13941, -1.44700], [5.21765, -0.34834, -0.50520], [6.19130, -1.66608, -0.37842], [5.85520, -1.02721, -1.86818]]
}

[5]
{
  "formula": "C5H33NO13",
  "method": "the ωB97M-V functional and the def2-TZVPD basis",
  "charge": 0,
  "e_lumo_ev": -0.15,
  "gap_ev": 8.38,
  "symbols": ["C", "C", "C", "N", "C", "C", "H", "H", "H", "H", "H", "H", "H", "H", "H", "O", "H", "H", "O", "H", "H", "O", "H", "H", "O", "H", "H", "O", "H", "H", "O", "H", "H", "O", "H", "H", "O", "H", "H", "O", "H", "H", "O", "H", "H", "O", "H", "H", "O", "H", "H", "O"],
  "positions_angstrom": [[-1.24516, -0.55454, -3.49169], [-0.14961, -0.59056, -2.40378], [1.21146, -0.73301, -2.42309], [1.70619, -0.77300, -1.10833], [0.54910, -0.45154, -0.27908], [-0.54701, -0.48167, -1.09505], [-2.07333, 0.08792, -3.31372], [-0.73941, -0.25399, -4.45656], [-1.87965, -1.50019, -3.66029], [1.71627, -1.16163, -3.26483], [2.46688, -0.21367, -0.99236], [0.62364, -0.51444, 0.77337], [-1.48188, -0.39147, -0.87301], [-3.50773, 1.57175, -0.37144], [-1.94780, 1.76600, -0.84957], [-2.51247, 1.43427, -0.21471], [0.47735, -2.38700, 1.88911], [1.59667, -2.42576, 0.98665], [1.36734, -2.04232, 1.89699], [0.84866, 3.83188, -1.39631], [1.70479, 4.44596, -0.45667], [1.65247, 4.43054, -1.41400], [-2.02372, -0.33124, 3.84860], [-1.81950, -0.74838, 2.35416], [-1.55289, -0.17830, 2.96771], [-0.79264, 3.96100, -0.09771], [-0.01002, 2.72703, 0.29461], [-0.37311, 3.18546, -0.52504], [0.54047, -4.10145, -0.24943], [-0.03784, -2.82839, -1.16057], [0.04111, -3.27670, -0.26812], [0.08000, -0.00837, 3.42053], [1.48449, -0.59886, 3.12191], [1.00001, 0.11894, 3.56569], [-3.48185, 0.02756, 1.06559], [-3.29058, -1.19072, 0.40388], [-3.95181, -0.83921, 1.15980], [-1.13810, -2.77051, 0.54028], [-2.22930, -2.98984, 1.77616], [-1.73226, -2.27483, 1.14695], [3.95692, 1.12946, -1.53818], [4.48820, 1.75522, -0.27847], [3.81802, 1.09770, -0.54379], [2.96188, -3.57127, -1.53431], [1.69238, -3.78300, -2.39564], [2.02876, -3.74972, -1.45720], [-1.29248, 3.88173, 2.94593], [-0.76081, 3.11799, 1.71391], [-1.13668, 3.96657, 2.02898], [1.00172, 1.39968, 2.11424], [1.56772, 1.70569, 0.68679], [1.12517, 2.07323, 1.41110]]
}

| no. | strongest force on any atom (eV Å⁻¹) |
| --- | --- |
| 1 | 0.175 |
| 2 | 1.463 |
| 3 | 9.551 |
| 4 | 0.370 |
| 5 | 7.639 |